# 1
Entry from the OMol25 dataset: a single C4H5NO molecule (ωB97M-V/def2-TZVPD).

Each line ends with the natural charge from an NBO analysis.
Geometry (Å):
C -1.3873 -0.3466 0.0235  -0.620
C 0.0215 0.2115 -0.1752  0.103
C 0.3824 1.6327 -0.2815  0.253
N 0.9211 2.6369 -0.4890  -0.291
C 1.1327 -0.6207 0.3061  -0.077
O 0.9395 -0.4166 -1.0786  -0.445
H -2.0108 -0.3703 -0.8731  0.233
H -1.2934 -1.3766 0.3868  0.223
H -1.9298 0.1982 0.8051  0.233
H 1.9616 -0.1583 0.8355  0.199
H 0.8916 -1.6460 0.5648  0.188

Values from the calculation:
Energy relative to the best compared isomer or geometry (same formula, charge and spin), eV: 1.966
Highest occupied orbital energy, eV: -11.04
Structure (SMILES): C[C@@]1(C#N)CO1
Spin multiplicity: 1
LUMO energy, eV: 0.759
E_tot, a.u.: -285.3423

---

# 2
Entry from the OMol25 dataset: a single C4H5NO molecule (ωB97M-V/def2-TZVPD).

Each line ends with the natural charge from an NBO analysis.
Geometry (Å):
C 0.7982 -0.3180 0.8604  -0.621
C -0.2601 -0.0912 -0.1928  -0.021
C -0.3441 1.7786 -1.1761  0.207
O 0.2334 0.5769 -1.3672  -0.515
C -0.9740 -1.2970 -0.6216  0.255
N -1.5937 -2.2401 -0.8690  -0.267
H 1.4958 -1.0943 0.5404  0.235
H 1.3492 0.6122 1.0316  0.232
H 0.3134 -0.6213 1.7919  0.233
H -1.0750 0.5613 0.1783  0.227
H 0.0569 2.1328 -0.1760  0.035

Values from the calculation:
Energy relative to the best compared isomer or geometry (same formula, charge and spin), eV: 4.911
Highest occupied orbital energy, eV: -9.22
Spin multiplicity: 1
LUMO energy, eV: -0.519
E_tot, a.u.: -285.2341

---

# 3
Entry from the OMol25 dataset: a single C4H5NO molecule (ωB97M-V/def2-TZVPD).

Each line ends with the natural charge from an NBO analysis.
Geometry (Å):
N 0.5508 -0.6840 -1.1684  -0.579
C -0.6102 -1.2323 -0.8970  0.157
C -1.0415 -0.5646 0.4168  -0.553
C -0.0583 0.5365 0.7459  0.022
C 1.0120 0.5650 -0.2111  0.126
O 0.0068 1.5447 -0.2798  -0.484
H -1.0890 -1.3179 1.2129  0.239
H -2.0525 -0.1508 0.3145  0.250
H 0.0695 0.8804 1.7624  0.199
H 2.0213 0.9970 0.0262  0.216
H 1.1912 -0.5740 -1.9224  0.409

Values from the calculation:
Energy relative to the best compared isomer or geometry (same formula, charge and spin), eV: 3.923
Highest occupied orbital energy, eV: -8.36
Spin multiplicity: 1
LUMO energy, eV: 0.947
E_tot, a.u.: -285.2704

---

# 4
Entry from the OMol25 dataset: a single C4H5NO molecule (ωB97M-V/def2-TZVPD).

Each line ends with the natural charge from an NBO analysis.
Geometry (Å):
C 0.6379 1.0700 -1.0992  -0.638
C 0.0366 0.0817 -0.1893  0.076
C 0.4154 -0.1103 1.0795  0.022
O -0.4222 -1.0863 1.6298  -0.412
C -1.2605 -1.3780 0.6287  0.336
N -1.0494 -0.7276 -0.4667  -0.465
H 0.0182 1.9673 -1.0574  0.225
H 0.7047 0.7786 -2.1423  0.230
H 1.6545 1.3548 -0.8264  0.221
H 1.2843 0.1815 1.6448  0.211
H -2.0195 -2.1318 0.7985  0.193

Values from the calculation:
Energy relative to the best compared isomer or geometry (same formula, charge and spin), eV: 0.453
Highest occupied orbital energy, eV: -9.29
Structure (SMILES): Cc1cocn1
Spin multiplicity: 1
LUMO energy, eV: 1.066
E_tot, a.u.: -285.3980